Record 1
Here is a 7-piece molecular cluster, C14H42O12 overall from OMol25. Energies are from the ωB97M-V functional and the def2-TZVPD basis.

Output
SMILES: OCCO.OCCO.OCCO.OCCO.OCCO.CCO.CCO

Last column: Löwdin charge in e.
Atoms and positions in Å:
O -3.02 -5.26 1.97  -0.0780
C -3.32 -4.22 1.06  -0.2371
C -3.74 -2.94 1.79  -0.2286
O -2.62 -2.28 2.36  -0.0932
H -2.56 -4.89 2.74  0.0355
H -2.50 -3.99 0.38  0.1150
H -4.23 -4.59 0.56  0.1178
H -4.45 -3.16 2.60  0.1212
H -4.25 -2.29 1.08  0.1165
H -2.21 -2.88 3.01  0.0409
O 1.01 2.38 1.75  -0.0679
C 0.35 3.29 2.65  -0.2307
C 0.91 4.67 2.65  -0.1950
O 0.16 5.49 1.72  -0.0935
H 0.44 2.28 0.98  0.0250
H -0.74 3.24 2.55  0.1344
H 0.53 2.80 3.62  0.1216
H 1.96 4.66 2.34  0.1257
H 0.75 5.13 3.62  0.1213
H 0.28 6.43 1.85  0.0972
O 0.43 -2.54 5.52  -0.0712
C 0.50 -2.56 4.09  -0.2193
C 0.26 -3.99 3.65  -0.1678
O -1.13 -4.34 3.93  -0.1109
H 0.92 -1.79 5.87  0.0811
H -0.23 -1.88 3.66  0.1064
H 1.53 -2.28 3.84  0.1261
H 0.86 -4.77 4.09  0.1271
H 0.27 -4.01 2.55  0.1284
H -1.19 -4.49 4.89  0.1051
O 0.47 -0.78 -5.19  -0.0637
C 0.23 0.59 -4.91  -0.2631
C -1.21 0.97 -4.60  -0.2488
O -2.01 1.03 -5.76  -0.0495
H -0.01 -1.02 -5.99  0.0827
H 0.85 0.85 -4.05  0.1093
H 0.57 1.23 -5.73  0.1225
H -1.21 1.95 -4.10  0.1005
H -1.52 0.24 -3.84  0.1225
H -2.43 0.17 -5.90  0.0847
O 5.35 -1.66 -2.60  -0.0487
C 4.06 -2.23 -2.54  -0.2525
C 2.99 -1.46 -1.77  -0.2502
O 3.08 -1.54 -0.34  -0.0755
H 5.49 -1.27 -1.73  0.0816
H 3.58 -2.33 -3.52  0.1193
H 4.11 -3.23 -2.09  0.1211
H 2.02 -1.92 -1.98  0.1174
H 2.91 -0.41 -2.07  0.1210
H 3.71 -0.88 -0.02  0.0813
C -0.38 -0.39 0.91  -0.0797
C -0.77 0.65 -0.13  -0.2679
O 0.39 0.92 -0.95  -0.1207
H -0.44 -1.42 0.56  0.0735
H -1.09 -0.31 1.74  0.0650
H 0.58 -0.20 1.39  0.0687
H -1.02 1.63 0.28  0.0943
H -1.63 0.38 -0.76  0.1166
H 0.61 0.08 -1.39  0.0621
C -0.29 4.41 -2.81  -0.0873
C -0.02 4.04 -1.36  -0.3142
O -1.07 4.59 -0.58  -0.1019
H -0.21 5.50 -2.79  0.0738
H -1.28 4.16 -3.20  0.0653
H 0.37 3.99 -3.57  0.0666
H 0.93 4.48 -1.04  0.1164
H 0.04 2.96 -1.20  0.0671
H -0.74 5.00 0.24  0.0378

=====

Record 2
Here is a 7-piece molecular cluster, C14H42O14 overall from OMol25. Energies are from the ωB97M-V functional and the def2-TZVPD basis.

Output
SMILES: OCCO.OCCO.OCCO.OCCO.OCCO.OCCO.OCCO

Last column: Löwdin charge in e.
Atoms and positions in Å:
O 0.36 0.91 1.85  -0.0759
C -0.60 -0.09 1.48  -0.2078
C -0.40 -0.82 0.14  -0.1937
O 0.97 -0.92 -0.23  -0.0768
H -0.15 1.35 2.55  0.0609
H -0.78 -0.77 2.32  0.1210
H -1.61 0.35 1.47  0.0970
H -1.02 -0.43 -0.66  0.1102
H -0.71 -1.85 0.35  0.1130
H 1.56 -0.65 0.48  0.0586
O -3.83 -3.22 -1.22  -0.0704
C -4.88 -2.83 -0.32  -0.2184
C -4.29 -2.06 0.86  -0.2480
O -3.93 -0.70 0.62  -0.0728
H -3.04 -2.75 -0.94  0.0563
H -5.66 -2.24 -0.81  0.1195
H -5.25 -3.78 0.07  0.1206
H -3.35 -2.54 1.12  0.1176
H -4.96 -2.16 1.72  0.1188
H -4.67 -0.16 0.31  0.0899
O -0.52 -0.77 -4.17  -0.0692
C 0.80 -0.79 -3.59  -0.2382
C 1.90 -0.37 -4.57  -0.2588
O 2.12 -1.25 -5.64  -0.0444
H -0.86 -1.66 -4.00  0.0777
H 0.66 -0.09 -2.77  0.0997
H 1.16 -1.73 -3.15  0.1199
H 2.79 -0.10 -3.99  0.1188
H 1.63 0.63 -4.95  0.1194
H 1.70 -2.07 -5.35  0.0806
O 3.63 -1.44 -1.02  -0.0501
C 3.76 -2.60 -0.24  -0.2714
C 5.08 -2.67 0.50  -0.2633
O 5.13 -3.73 1.43  -0.0610
H 2.68 -1.28 -1.12  0.0393
H 3.06 -2.58 0.62  0.0950
H 3.46 -3.54 -0.71  0.1244
H 5.28 -1.72 1.01  0.1152
H 5.92 -2.71 -0.20  0.1217
H 4.40 -3.65 2.07  0.0631
O -2.14 4.66 -3.70  -0.0642
C -2.22 3.66 -2.70  -0.2445
C -1.24 2.53 -3.05  -0.2174
O 0.06 3.16 -3.19  -0.0735
H -2.94 5.20 -3.69  0.0897
H -1.92 4.08 -1.74  0.1082
H -3.23 3.24 -2.63  0.1178
H -1.46 2.12 -4.04  0.1166
H -1.28 1.73 -2.32  0.1030
H -0.18 4.05 -3.47  0.0646
O -0.78 2.98 3.57  -0.0814
C -2.03 3.22 2.92  -0.2024
C -1.85 3.58 1.40  -0.2392
O -2.11 4.93 1.11  -0.0650
H -0.23 3.77 3.63  0.1050
H -2.51 2.25 2.93  0.1072
H -2.65 3.99 3.38  0.1187
H -2.59 2.95 0.89  0.1077
H -0.86 3.27 1.09  0.1198
H -3.04 5.16 1.25  0.0863
O 2.84 -0.31 2.24  -0.0828
C 3.33 -0.46 3.57  -0.2266
C 2.64 -1.51 4.37  -0.2207
O 2.82 -2.83 3.81  -0.0702
H 2.04 0.22 2.24  0.0392
H 4.41 -0.60 3.59  0.1274
H 3.09 0.53 3.98  0.1257
H 1.55 -1.39 4.37  0.1161
H 2.96 -1.49 5.41  0.1186
H 2.01 -3.18 3.46  0.0779

=====

Across the entries above, energy relative to the best compared isomer or geometry (same formula, charge and spin) takes the values 18.2; 49.6 kcal per mole, respectively.
Across the entries above, DFT total energy takes the values -39765.329; -43858.946 eV, respectively.
Across the entries above, HOMO energy takes the values -9.44; -9.51 eV, respectively.